Entry from the Open Molecules 2025 dataset: C38H22BrN9S4Tl as an isolated structure (the ωB97M-V functional and the def2-TZVPD basis).

Cartesian coordinates (Å):
Tl -0.040189 0.188759 -0.559482
C 4.394053 -0.544501 4.442132
C 4.435760 -1.869441 3.998416
C 3.495688 -2.347643 3.100250
C 2.538818 -1.460458 2.632718
C 1.460136 -1.606492 1.664186
N 0.871572 -0.395835 1.478166
C 1.377913 0.494784 2.368687
N 0.887187 1.682836 2.668484
C -0.134312 2.248417 2.054818
C -0.748910 3.488436 2.522425
C -0.486752 4.324326 3.597120
C -1.320515 5.413564 3.792032
C -2.389404 5.668303 2.928020
C -2.641363 4.846582 1.840929
C -1.811044 3.752846 1.647713
C -1.827589 2.655666 0.684122
N -2.775216 2.532262 -0.230525
C -2.991758 1.431210 -0.927133
N -2.353132 0.243854 -0.795003
C -3.060942 -0.723998 -1.426345
N -2.901698 -2.029710 -1.309862
C -1.923131 -2.596701 -0.626316
N -0.856329 -2.000064 -0.037216
C -0.064821 -2.944117 0.516488
N 1.042053 -2.779101 1.223819
C -0.650993 -4.261307 0.291118
C -0.244546 -5.533760 0.657823
C -1.068962 -6.594468 0.316428
C -2.265382 -6.379876 -0.371395
C -2.662948 -5.107578 -0.751945
C -1.842744 -4.042318 -0.412551
C -4.179824 -0.106852 -2.136950
C -5.165729 -0.609978 -2.970960
C -6.118623 0.273556 -3.453877
C -6.088544 1.628571 -3.115652
C -5.088195 2.139807 -2.303939
C -4.135839 1.258498 -1.819222
N -0.805429 1.808445 0.961526
C 2.487058 -0.132203 3.082001
C 3.419847 0.333599 3.997818
H 5.147696 -0.204702 5.141927
H 5.220873 -2.527832 4.348699
H 3.514766 -3.371209 2.750337
H 0.343138 4.111243 4.258363
H -1.147988 6.077387 4.630270
H -3.036641 6.515232 3.119293
H -3.460041 5.036589 1.159461
H 0.688591 -5.680501 1.185005
H -0.783184 -7.602749 0.588948
H -2.889734 -7.231463 -0.612265
H -3.584262 -4.947981 -1.296360
H -5.186430 -1.659665 -3.232596
H -6.903274 -0.090167 -4.105945
H -6.862104 2.285624 -3.493553
H -5.033882 3.191944 -2.057102
H 3.394488 1.362979 4.330277
C 4.659620 -0.562404 -4.067482
C 4.409138 0.250291 -2.832169
C 5.194674 1.343428 -2.507071
C 4.885001 2.088669 -1.382602
C 3.785909 1.709922 -0.630243
Br 3.402296 2.758343 0.896578
N 3.017876 0.670776 -0.908341
C 3.341994 -0.040015 -1.988845
H 5.684372 -0.427631 -4.413795
H 3.981746 -0.233626 -4.859503
H 4.477140 -1.622146 -3.892640
H 6.042391 1.617971 -3.123985
H 5.467966 2.949561 -1.090819
H 2.701485 -0.886311 -2.197992
S 0.236812 -1.312299 -2.831594
S -0.128410 0.083633 -4.257415
S 1.187136 1.618616 -3.789578
S 0.465624 2.380547 -2.056104

Cartesian forces, eV/Å:
0.4 0.2 -1.2
0.0 0.1 0.1
-0.1 -0.1 -0.1
0.1 0.0 0.0
0.0 0.3 0.0
-0.1 0.1 0.1
-0.2 -0.1 -0.1
-0.1 0.0 0.0
0.2 0.2 0.1
0.0 0.0 0.0
-0.2 0.1 -0.2
0.1 -0.1 0.0
0.1 0.0 0.1
-0.1 0.0 -0.1
0.0 0.0 0.0
0.2 0.0 0.2
0.1 -0.1 0.0
0.0 0.1 -0.2
0.0 -0.1 0.2
-0.2 0.0 0.2
0.1 0.0 0.2
-0.1 -0.1 -0.2
0.1 0.1 0.0
-0.1 0.0 0.3
0.0 -0.1 0.0
0.1 0.0 -0.1
-0.2 0.0 -0.2
0.0 0.0 0.0
0.1 0.0 0.1
-0.1 -0.1 -0.1
-0.1 0.0 0.0
0.3 -0.2 0.1
0.0 0.3 0.0
0.0 -0.1 0.0
0.0 -0.1 0.0
0.0 0.1 0.0
0.0 0.0 0.0
-0.1 -0.3 -0.1
-0.2 -0.1 0.1
0.1 -0.3 -0.1
0.0 0.1 0.1
0.0 0.0 0.0
0.0 0.0 0.1
0.0 0.0 0.0
0.0 0.0 0.0
0.0 0.0 0.0
0.0 0.0 0.0
0.0 0.0 0.0
0.0 0.0 0.0
0.0 0.0 0.0
0.0 0.0 0.0
0.0 0.0 0.0
0.0 0.0 0.0
0.0 0.0 0.0
0.0 0.0 -0.1
0.0 0.0 0.0
0.0 0.0 0.0
-0.1 0.1 0.0
0.2 0.0 0.0
-0.1 -0.1 0.1
0.0 0.1 0.0
0.2 -0.2 -0.3
-0.2 0.0 0.0
0.4 0.2 0.3
0.1 -0.1 0.1
0.0 -0.1 0.0
0.0 -0.1 0.0
0.0 0.0 0.0
0.0 0.0 0.0
0.0 0.0 0.0
0.0 0.0 -0.1
0.0 0.0 0.5
0.0 0.3 -0.1
0.0 -0.2 -0.2
-0.3 -0.2 0.6

- E (eV) = -171256.3667
- LUMO level (spin up / spin down) (eV) = 1.00 / 1.00
- net charge = -1
- E_HOMO (spin up / spin down) (eV) = -3.78 / -3.78
- F_max (eV/Å) = 1.2

Atom charges from the Mulliken analysis, given in e for atoms 1 to 5: 1.57 -0.63 -0.59 -0.18 0.29

Entry from the Open Molecules 2025 dataset: C38H23N5O6V as an isolated structure (the ωB97M-V functional and the def2-TZVPD basis).

Cartesian coordinates (Å):
V 0.877776 -0.669541 0.271013
O -0.301922 0.268708 4.857260
C 0.039020 0.055151 3.731186
O 0.631450 0.999524 3.000359
C -0.134897 -1.307589 3.140984
C -0.850302 -2.261884 3.818987
C -1.012792 -3.514480 3.240302
C -0.376729 -3.808818 2.049495
C 0.390750 -2.820675 1.478601
N 0.454386 -1.578935 1.980665
C 1.473695 -3.101696 0.437305
O 1.546006 -4.177468 -0.099795
O 2.258614 -2.059187 0.313386
H -1.282246 -1.995871 4.772556
H -1.610147 -4.267558 3.738654
H -0.410399 -4.780402 1.577686
C -3.699126 -3.175602 -1.282568
C -3.342738 -3.510861 -2.578206
C -2.029609 -3.334621 -2.985403
C -1.109942 -2.833325 -2.072820
N -1.452376 -2.503693 -0.832344
C -2.717146 -2.674044 -0.446277
C 0.311280 -2.562286 -2.456960
C 0.974948 -3.365695 -3.367761
C 2.284022 -3.060268 -3.701591
C 2.866713 -1.922799 -3.181653
C 2.130612 -1.146710 -2.309075
N 0.888395 -1.486741 -1.900804
C 2.612994 0.128422 -1.744297
C 3.636328 0.819447 -2.253673
C 4.107982 2.020470 -1.566130
C 3.393108 2.541361 -0.571036
C 2.053318 1.957181 -0.223608
N 1.911065 0.555517 -0.616060
H -4.716408 -3.286245 -0.926433
H -4.080220 -3.893551 -3.270757
H -1.729334 -3.555266 -4.001764
H -2.945735 -2.388260 0.576872
H 0.489929 -4.252230 -3.755477
H 2.846247 -3.710493 -4.361293
H 3.884931 -1.650130 -3.424770
H 4.137079 0.467963 -3.145653
H 5.052477 2.462845 -1.864254
H 3.713785 3.422745 -0.025742
H 1.296196 2.520235 -0.792025
O -0.439140 1.020082 -2.341551
C -1.184969 0.807222 -1.421424
N -0.896493 0.149093 -0.189143
C -2.070040 0.162837 0.570165
O -2.241047 -0.356825 1.655490
C -3.140261 0.893023 -0.182374
C -4.438241 1.193407 0.172840
C -5.211177 1.877100 -0.765709
C -4.683414 2.225551 -2.010496
C -3.365959 1.915827 -2.343794
C -2.616434 1.252000 -1.397179
H -4.834959 0.908336 1.142481
H -6.235023 2.145727 -0.525945
H -5.308636 2.744666 -2.729405
H -2.945143 2.181200 -3.307544
C 1.057123 0.905606 1.647271
C 1.638706 2.018243 1.215844
C 1.900076 3.235246 2.022527
C 3.030828 3.304810 2.835538
C 3.308196 4.456258 3.559708
C 2.456842 5.552367 3.479236
C 1.328201 5.489358 2.674287
C 1.052485 4.336790 1.949924
H 3.691139 2.445416 2.895020
H 4.189437 4.498344 4.188028
H 2.673200 6.451985 4.042120
H 0.657900 6.338185 2.612228
H 0.165733 4.285522 1.324753

Cartesian forces, eV/Å:
0.0 1.9 -0.6
-0.1 0.2 0.4
0.2 0.1 -0.6
-0.1 -0.1 -0.2
0.1 0.4 -0.4
-0.2 -0.3 0.2
-0.1 0.0 0.2
-0.1 -0.1 0.0
0.5 -0.1 0.4
-0.3 -1.2 0.7
0.3 0.3 0.3
0.1 -0.2 -0.2
-0.6 -0.8 -0.2
0.0 0.0 0.0
0.0 0.0 0.0
0.0 0.0 0.0
-0.1 0.0 0.0
0.1 0.0 -0.1
-0.1 -0.1 -0.1
0.2 0.2 0.1
0.0 -0.3 0.3
0.2 -0.1 0.1
-0.3 0.3 0.2
0.0 -0.1 -0.1
0.0 -0.1 -0.1
0.1 -0.1 -0.2
-0.6 0.4 0.2
0.6 -0.3 -0.1
-0.5 -0.3 0.3
0.5 0.5 0.0
0.0 -0.2 -0.2
0.0 0.0 0.1
0.0 -0.3 0.0
0.7 0.3 -0.4
0.1 0.0 0.0
0.0 0.0 0.0
0.0 0.0 0.0
0.0 -0.1 -0.1
0.0 0.1 0.0
0.0 0.0 0.0
-0.1 0.0 0.0
0.0 0.1 0.1
-0.1 0.0 0.0
0.0 -0.1 0.0
-0.1 0.1 -0.1
0.4 -0.1 -0.1
-0.1 -0.1 0.6
-1.3 0.7 -0.7
0.4 0.1 -0.2
0.2 0.0 0.1
0.1 -0.1 0.2
-0.2 0.0 0.0
0.0 0.0 0.0
0.0 0.0 0.0
-0.1 0.1 -0.2
0.2 -0.1 0.0
0.1 0.0 -0.1
0.1 0.0 0.0
0.0 0.0 0.1
0.0 0.0 0.1
-0.2 -0.3 0.4
0.3 0.1 0.0
0.0 0.1 -0.1
0.0 0.0 0.0
-0.1 0.0 0.0
0.0 -0.1 0.0
0.0 0.0 0.0
0.0 0.0 -0.1
0.0 0.1 0.0
0.0 0.0 0.0
0.0 0.0 0.0
0.0 0.0 0.0
0.1 0.0 0.1

- E (eV) = -85204.3472
- LUMO level (spin up / spin down) (eV) = -0.82 / -0.68
- E_HOMO (spin up / spin down) (eV) = -7.52 / -7.71
- F_max (eV/Å) = 2.0
- spin multiplicity = 2

Atom charges from the Mulliken analysis, given in e for atoms 1 to 5: -1.42 -0.65 -0.06 -0.19 0.76

Among the records above, which one has the lowest E?
C38H22BrN9S4Tl

The lowest E belongs to which entry?
C38H22BrN9S4Tl

Which value of F_max does entry 2 give?
2.0 eV/Å

Look up the F_max of the first one.
1.2 eV/Å